DFT (the ωB97M-V functional and the def2-TZVPD basis) results for a structure of composition C20H15N2S5W.

Last column: natural (NBO) charge in e.
Positions of all 43 atoms, in Å:
1 W 0.426 -0.237 0.063  0.588
2 S 2.698 -0.669 0.927  0.017
3 C 2.591 0.119 2.494  -0.221
4 C 3.105 -0.484 3.707  -0.191
5 C 2.850 0.029 4.993  -0.176
6 C 2.096 1.200 5.064  -0.193
7 C 1.593 1.837 3.876  -0.245
8 C 1.799 1.284 2.632  -0.122
9 S 1.043 1.873 1.121  0.459
10 C -0.581 2.463 1.571  -0.597
11 C -1.266 2.339 0.269  0.213
12 C -2.161 3.333 -0.097  -0.207
13 C -2.948 3.180 -1.268  -0.096
14 C -2.872 1.986 -1.934  -0.222
15 C -1.983 1.020 -1.505  0.254
16 C -1.908 -0.216 -2.287  -0.576
17 S -1.272 -1.541 -1.216  0.492
18 C -0.373 -2.386 -2.447  -0.244
19 C -0.999 -3.337 -3.226  -0.186
20 C -0.204 -4.010 -4.179  -0.200
21 C 1.150 -3.695 -4.374  -0.168
22 C 1.737 -2.691 -3.580  -0.199
23 C 0.961 -1.991 -2.699  -0.178
24 S 1.705 -0.589 -1.880  0.057
25 N -1.197 1.223 -0.472  -0.533
26 H 3.715 -1.353 3.544  0.233
27 H 3.339 -0.426 5.885  0.245
28 H 1.877 1.725 5.992  0.233
29 H 1.073 2.833 4.001  0.227
30 H -0.496 3.546 1.873  0.265
31 H -1.062 1.964 2.394  0.297
32 H -2.353 4.257 0.414  0.247
33 H -3.481 4.034 -1.722  0.251
34 H -3.440 1.830 -2.899  0.249
35 H -1.219 0.017 -3.136  0.281
36 H -2.908 -0.542 -2.555  0.265
37 H -2.070 -3.447 -3.203  0.234
38 H -0.692 -4.828 -4.758  0.238
39 H 1.729 -4.185 -5.167  0.242
40 H 2.795 -2.311 -3.699  0.245
41 S 0.015 -1.938 1.635  0.041
42 C -1.017 -0.840 2.549  -0.003
43 N -1.795 -0.375 3.299  -0.317

Properties
HOMO energy (spin up / spin down) = -10.361 / -10.723 eV
Kohn-Sham gap (spin up / spin down) = 5.918 / 6.495 eV
Spin multiplicity = 3
LUMO level (spin up / spin down) = -4.443 / -4.228 eV
Charge = +1

DFT (the ωB97M-V functional and the def2-TZVPD basis) results for a structure of composition C34H29IrN4O7S.

Last column: Löwdin spin population.
Positions of all 76 atoms, in Å:
1 Ir -0.854 -0.970 1.126  2.877
2 O 3.491 -1.127 0.962  0.002
3 C 3.787 0.069 1.507  0.000
4 C 5.058 0.596 1.270  0.000
5 C 5.423 1.809 1.821  0.000
6 C 4.528 2.526 2.615  0.000
7 C 3.260 2.014 2.831  0.001
8 C 2.867 0.792 2.284  0.004
9 C 1.468 0.298 2.435  0.008
10 O 1.205 -0.927 2.069  0.139
11 N 0.568 1.135 2.860  0.024
12 N -0.669 0.516 2.747  0.135
13 C -1.668 1.128 3.269  0.039
14 C -3.011 0.613 3.307  0.031
15 C -4.023 1.458 3.811  0.003
16 C -5.333 1.061 3.869  0.014
17 C -5.666 -0.229 3.407  0.005
18 C -4.704 -1.082 2.931  0.013
19 C -3.340 -0.701 2.882  0.023
20 O -2.452 -1.562 2.464  0.162
21 H 2.561 -1.312 1.228  0.001
22 H 5.738 0.027 0.645  0.000
23 H 6.414 2.204 1.628  0.000
24 H 4.816 3.476 3.050  0.000
25 H 2.531 2.558 3.422  0.000
26 H -1.467 2.099 3.721  0.006
27 H -3.740 2.452 4.146  0.000
28 H -6.097 1.725 4.253  0.001
29 H -6.703 -0.549 3.419  0.000
30 H -4.949 -2.066 2.545  0.000
31 O -4.359 -2.784 0.023  0.035
32 C -3.563 -1.916 -0.317  0.018
33 O -2.280 -2.020 -0.241  0.107
34 C -4.109 -0.667 -0.982  0.053
35 C -5.248 -0.825 -1.766  -0.009
36 C -5.803 0.236 -2.465  0.060
37 C -5.231 1.501 -2.373  -0.006
38 C -4.117 1.687 -1.579  0.062
39 C -3.536 0.612 -0.880  0.045
40 S -2.181 1.034 0.121  0.691
41 H -5.687 -1.814 -1.810  -0.002
42 H -6.685 0.079 -3.077  0.004
43 H -5.657 2.340 -2.911  -0.002
44 H -3.662 2.666 -1.485  0.004
45 C 5.420 1.292 -4.286  0.000
46 C 4.111 1.121 -3.549  0.002
47 C 3.178 0.172 -3.954  0.000
48 C 1.973 0.000 -3.279  0.003
49 C 0.992 -1.068 -3.703  0.000
50 C 1.700 0.819 -2.182  0.014
51 C 2.612 1.780 -1.756  0.003
52 C 2.304 2.648 -0.559  0.000
53 C 3.811 1.915 -2.449  0.000
54 C 0.457 0.576 -1.363  0.019
55 O -0.576 1.235 -1.605  0.210
56 O 0.616 -0.270 -0.423  0.092
57 H 5.622 0.435 -4.933  0.000
58 H 6.254 1.394 -3.586  0.000
59 H 5.409 2.188 -4.914  0.000
60 H 3.400 -0.463 -4.810  0.000
61 H 1.252 -1.470 -4.683  0.000
62 H -0.026 -0.675 -3.745  0.000
63 H 0.981 -1.893 -2.984  0.000
64 H 1.794 2.083 0.227  0.000
65 H 1.647 3.475 -0.842  0.000
66 H 3.219 3.063 -0.131  0.000
67 H 4.539 2.648 -2.103  0.000
68 N -0.814 -4.049 0.757  0.003
69 C -0.244 -5.207 0.399  0.004
70 C 1.046 -4.919 0.002  0.004
71 C 1.160 -3.525 0.139  0.010
72 N 0.025 -3.013 0.594  0.083
73 H -1.793 -3.829 0.912  0.000
74 H -0.788 -6.138 0.442  0.001
75 H 1.797 -5.612 -0.343  0.001
76 H 2.000 -2.876 -0.071  0.000

Properties
HOMO energy (spin up / spin down) = -4.500 / -5.104 eV
Kohn-Sham gap (spin up / spin down) = 7.190 / 6.308 eV
Spin multiplicity = 6
ΔE to the lowest compared entry with this formula, charge and spin = 6.3 kcal per mole
LUMO level (spin up / spin down) = 2.690 / 1.203 eV
Charge = -1

DFT (the ωB97M-V functional and the def2-TZVPD basis) results for a cluster of 2 separate species, C3H7N3O2S in total.

Last column: natural (NBO) charge in e.
Positions of all 16 atoms, in Å:
1 C 1.802 1.396 0.131  0.341
2 C -1.613 -1.150 0.701  0.438
3 C -1.061 -0.420 -1.455  -0.280
4 N 2.316 0.253 0.070  -0.733
5 N -1.005 -0.182 1.334  -0.792
6 N 1.056 1.955 1.020  -0.731
7 O 1.852 -1.341 -1.808  -0.931
8 O -1.720 -1.393 -0.646  -0.486
9 S 2.770 -0.966 -0.749  1.282
10 H -2.301 -1.878 1.133  0.152
11 H -1.750 0.461 -1.683  0.179
12 H -0.766 -0.895 -2.404  0.211
13 H -0.087 -0.035 -1.003  0.201
14 H -1.080 -0.198 2.411  0.369
15 H 0.922 2.921 1.170  0.396
16 H 0.665 1.470 1.779  0.383

Properties
HOMO energy (spin up / spin down) = -7.745 / -7.747 eV
Kohn-Sham gap (spin up / spin down) = 7.611 / 7.615 eV
ΔE to the lowest compared entry with this formula, charge and spin = 42.7 kcal per mole
LUMO level (spin up / spin down) = -0.134 / -0.133 eV

DFT (the ωB97M-V functional and the def2-TZVPD basis) results for an isolated molecule of C6H10N2OS.

Last column: natural (NBO) charge in e.
Positions of all 20 atoms, in Å:
1 C -0.010 1.294 0.938  0.263
2 C -2.160 -0.354 -0.392  0.638
3 C 0.209 -0.838 -0.573  -0.241
4 C 1.463 0.027 -0.414  -0.213
5 C -2.603 -1.803 -0.826  -0.695
6 C 2.355 1.610 1.246  -0.407
7 N -0.944 0.018 -0.563  -0.522
8 N 1.208 0.951 0.668  -0.474
9 O -3.004 0.483 0.020  -0.646
10 S -0.992 2.349 1.650  0.141
11 H 0.353 -1.230 -1.684  0.197
12 H 0.173 -1.699 0.123  0.190
13 H 2.343 -0.602 -0.179  0.216
14 H 1.652 0.545 -1.458  0.212
15 H -1.866 -2.467 -0.413  0.204
16 H -2.376 -1.653 -1.973  0.223
17 H -3.567 -1.946 -0.510  0.235
18 H 2.857 0.820 1.896  0.218
19 H 2.936 2.019 0.451  0.218
20 H 1.974 2.478 1.992  0.242

Properties
HOMO energy = -8.288 eV
Kohn-Sham gap = 8.249 eV
ΔE to the lowest compared entry with this formula, charge and spin = 93.6 kcal per mole
LUMO level = -0.039 eV

DFT (the ωB97M-V functional and the def2-TZVPD basis) results for a structure of composition C19H36N3O9V.

Last column: natural (NBO) charge in e.
Positions of all 68 atoms, in Å:
1 V -3.743 0.799 0.119  1.668
2 C -0.213 -1.081 -0.056  -0.739
3 C -1.451 -0.257 -0.147  0.777
4 O -2.061 -0.194 -1.189  -0.721
5 O -1.620 0.490 0.853  -0.742
6 H 0.646 -0.518 -0.420  0.269
7 H -0.379 -1.916 -0.737  0.232
8 H -0.035 -1.484 0.941  0.256
9 C -3.525 0.517 -3.922  -0.695
10 C -2.210 0.945 -4.503  0.647
11 O -2.169 1.449 -5.629  -0.618
12 N -1.190 0.633 -3.755  -0.619
13 C 0.158 1.260 -4.009  -0.437
14 H -3.555 0.685 -2.845  0.137
15 H -3.902 -0.461 -4.220  0.270
16 H -4.277 1.242 -4.233  0.241
17 H -1.441 0.282 -2.842  0.407
18 H 0.176 1.905 -4.888  0.256
19 H 0.757 0.378 -4.235  0.205
20 H 0.657 1.656 -3.125  0.198
21 C 2.395 -3.866 0.880  -0.701
22 C 3.896 -3.385 0.972  0.660
23 O 4.594 -3.699 -0.003  -0.648
24 N 4.326 -2.658 1.947  -0.598
25 C 5.753 -2.413 2.203  -0.417
26 H 1.683 -3.165 1.316  0.182
27 H 2.331 -4.879 1.277  0.244
28 H 1.956 -3.790 -0.114  0.222
29 H 3.534 -2.255 2.428  0.398
30 H 6.006 -1.398 1.897  0.205
31 H 6.444 -3.101 1.716  0.247
32 H 5.925 -2.509 3.275  0.208
33 C 0.792 3.221 0.831  -0.697
34 C 1.966 4.117 0.842  0.645
35 O 2.891 3.877 1.611  -0.623
36 N 1.894 5.225 0.097  -0.592
37 C 2.888 6.233 0.017  -0.420
38 H 0.055 3.342 1.625  0.228
39 H 1.173 2.209 0.695  0.237
40 H 0.242 3.390 -0.094  0.185
41 H 0.958 5.368 -0.254  0.385
42 H 2.302 7.146 0.118  0.200
43 H 3.186 6.266 -1.031  0.202
44 H 3.709 6.178 0.732  0.251
45 O -4.104 -2.557 -2.780  -0.610
46 C -3.098 -3.241 -3.013  0.797
47 O -3.111 -4.620 -2.858  -0.471
48 C -1.932 -5.180 -3.297  -0.067
49 C -0.992 -3.997 -3.523  -0.443
50 C -1.769 -2.761 -3.506  -0.544
51 H -2.166 -5.793 -4.168  0.198
52 H -1.705 -5.735 -2.387  0.198
53 H -0.382 -4.059 -4.425  0.237
54 H -0.279 -4.001 -2.699  0.210
55 H -1.740 -2.222 -4.453  0.264
56 H -1.323 -2.072 -2.789  0.232
57 O 0.333 0.798 7.016  -0.559
58 C -0.695 1.180 6.403  0.766
59 O -1.128 0.266 5.576  -0.458
60 C -2.015 0.823 4.655  -0.079
61 C -2.017 2.308 4.899  -0.439
62 C -1.452 2.484 6.280  -0.532
63 H -2.968 0.307 4.767  0.175
64 H -1.729 0.763 3.605  0.179
65 H -2.960 2.801 4.662  0.218
66 H -1.340 2.850 4.240  0.213
67 H -2.161 2.568 7.104  0.252
68 H -0.789 3.306 6.549  0.265

Properties
HOMO energy (spin up / spin down) = -11.015 / -11.015 eV
Kohn-Sham gap (spin up / spin down) = 3.571 / 3.897 eV
Spin multiplicity = 4
LUMO level (spin up / spin down) = -7.444 / -7.118 eV
Charge = +1

DFT (the ωB97M-V functional and the def2-TZVPD basis) results for an isolated molecule of C4H11NO2.

Last column: natural (NBO) charge in e.
Positions of all 18 atoms, in Å:
1 C -0.344 2.472 0.499  -0.640
2 C 0.368 1.082 0.922  0.093
3 O 1.836 1.024 0.778  -0.732
4 C -0.131 0.078 -0.116  -0.226
5 N 0.393 -1.306 -0.161  -0.649
6 C -0.332 -2.456 -0.498  0.097
7 O -0.534 -2.750 -1.858  -0.740
8 H -1.439 2.328 0.272  0.213
9 H -0.280 3.125 1.373  0.213
10 H 0.138 2.873 -0.387  0.219
11 H -0.087 0.714 1.849  0.169
12 H 2.324 1.352 1.456  0.472
13 H -1.194 0.053 -0.011  0.188
14 H 0.219 0.549 -1.050  0.172
15 H 1.287 -1.271 -0.657  0.371
16 H -1.328 -2.436 0.020  0.143
17 H 0.236 -3.334 -0.127  0.174
18 H -1.131 -2.096 -2.303  0.464

Properties
HOMO energy = -8.771 eV
Kohn-Sham gap = 9.655 eV
ΔE to the lowest compared entry with this formula, charge and spin = 49.5 kcal per mole
LUMO level = 0.884 eV
SMILES = C[C@H](O)CNCO

Calculated calculated total energy in order - -2938.4492 -2561.2841 -831.3222 -817.4426 -2530.6139 -364.1893 Ha